Record 1
A molecular structure, C37H37GeN2O3PtTe. Source: the OMol25 dataset; level of theory: ωB97M-V with the def2-TZVPD basis set.

Structure (XYZ):
```
82
Properties=species:S:1:pos:R:3
Pt 0.639 0.002 2.137
C -0.071 -4.521 -0.494
C 0.366 -3.142 -0.081
O 0.154 -2.683 1.033
N 1.030 -2.427 -1.017
C 1.407 -1.043 -0.813
C 2.609 -0.883 0.089
C 3.867 -1.186 -0.421
C 4.998 -1.029 0.354
C 4.853 -0.540 1.642
C 3.584 -0.254 2.096
N 2.477 -0.434 1.352
H -0.863 -4.856 0.171
H 0.770 -5.211 -0.404
H -0.422 -4.541 -1.525
H 1.136 -2.814 -1.938
H 0.552 -0.457 -0.460
H 1.678 -0.646 -1.791
H 3.941 -1.544 -1.439
H 5.976 -1.269 -0.042
H 5.702 -0.369 2.286
H 3.432 0.158 3.085
O -1.197 0.746 2.611
C -1.062 1.725 1.788
O -0.021 1.718 1.056
C -2.044 2.839 1.744
C -2.684 3.105 0.376
Ge -1.655 2.883 -1.292
C 0.088 3.745 -1.305
C 0.179 5.128 -1.160
C 1.411 5.764 -1.164
C 2.572 5.024 -1.325
C 2.497 3.647 -1.476
C 1.263 3.015 -1.461
C -1.535 0.996 -1.779
C -2.171 -0.006 -1.047
C -2.240 -1.309 -1.525
C -1.670 -1.628 -2.748
C -1.010 -0.649 -3.478
C -0.946 0.650 -2.995
C -2.773 3.704 -2.672
C -2.234 4.545 -3.641
C -3.034 5.099 -4.629
C -4.390 4.818 -4.661
C -4.942 3.978 -3.705
C -4.137 3.427 -2.723
H -1.480 3.724 2.050
H -2.796 2.649 2.510
H -3.027 4.141 0.360
H -3.587 2.500 0.260
H -0.722 5.722 -1.050
H 1.465 6.838 -1.048
H 3.533 5.519 -1.336
H 3.402 3.068 -1.608
H 1.212 1.937 -1.564
H -2.647 0.225 -0.099
H -2.761 -2.065 -0.952
H -1.756 -2.633 -3.142
H -0.574 -0.889 -4.440
H -0.464 1.414 -3.596
H -1.174 4.776 -3.627
H -2.598 5.751 -5.374
H -5.016 5.250 -5.429
H -6.000 3.753 -3.728
H -4.586 2.765 -1.989
C 2.231 -3.069 3.382
Te 1.018 -1.467 4.114
C -0.562 -2.895 3.978
C 0.121 -4.233 4.066
C -0.582 -5.379 4.416
C 0.060 -6.605 4.453
C 1.411 -6.694 4.146
C 2.119 -5.554 3.802
C 1.479 -4.321 3.757
H 3.217 -3.035 3.841
H 2.321 -2.939 2.304
H -1.010 -2.733 3.001
H -1.291 -2.724 4.767
H -1.633 -5.309 4.664
H -0.491 -7.492 4.735
H 1.916 -7.649 4.188
H 3.175 -5.621 3.576
```

Values from the calculation:
Net charge   +1
E   -4231.48205 a.u.
LUMO energy   -0.10297 hartree
ΔE to the lowest compared entry with this formula, charge and spin   0.234 eV
Frontier orbital gap   8.08 eV

---

Record 2
A molecular structure, C26H35AsBrFN7O5SV. Source: the OMol25 dataset; level of theory: ωB97M-V with the def2-TZVPD basis set.

Structure (XYZ):
```
78
Properties=species:S:1:pos:R:3
V 0.343 0.449 2.930
C -1.359 3.530 -3.863
C -2.217 2.563 -3.047
N -1.483 1.958 -1.956
C -1.738 2.383 -0.681
C -1.132 1.852 0.408
C -1.674 2.147 1.803
O -2.170 3.242 2.035
O -1.638 1.155 2.595
C -0.084 0.893 0.252
O 0.500 0.455 1.307
C 0.205 0.460 -1.080
C 1.228 -0.465 -1.336
C 1.372 -0.997 -2.599
F 2.387 -1.869 -2.843
C 0.481 -0.700 -3.626
C -0.456 0.316 -3.404
C -0.582 0.936 -2.167
N 0.419 -1.422 -4.837
C 0.835 -2.797 -4.898
C -0.096 -3.530 -5.868
N 0.014 -2.877 -7.200
C -0.385 -1.445 -7.119
C 0.525 -0.749 -6.103
H -1.970 3.995 -4.633
H -0.530 3.007 -4.335
H -0.944 4.307 -3.224
H -2.621 1.779 -3.694
H -3.067 3.100 -2.622
H -2.491 3.148 -0.567
H 1.870 -0.770 -0.524
H -1.106 0.585 -4.217
H 0.748 -3.247 -3.909
H 1.877 -2.919 -5.237
H -1.126 -3.438 -5.524
H 0.170 -4.584 -5.949
H -0.557 -3.374 -7.892
H 0.998 -2.925 -7.497
H -1.424 -1.402 -6.789
H -0.292 -0.987 -8.105
H 0.211 0.289 -5.996
H 1.558 -0.757 -6.494
N -1.478 -1.668 3.738
N -1.857 -2.919 3.250
C -1.240 -3.438 2.161
N -1.774 -4.580 1.650
S 0.073 -2.743 1.440
H -1.454 -1.664 4.755
H -2.072 -0.907 3.394
H -2.796 -3.260 3.464
H -2.429 -5.117 2.196
H -1.174 -5.111 1.041
Br 1.270 4.151 1.514
C 0.236 4.116 3.095
C -0.506 5.210 3.508
C -1.247 5.067 4.670
C -1.216 3.861 5.357
C -0.432 2.838 4.843
N 0.300 2.978 3.741
C -0.358 1.451 5.448
O -0.688 1.226 6.598
O 0.102 0.594 4.618
H -0.517 6.114 2.926
H -1.853 5.889 5.022
H -1.803 3.689 6.248
C 3.378 -2.108 2.657
As 2.236 -0.853 3.664
C 3.637 0.219 4.521
C 1.728 -1.993 5.170
H 4.064 -2.621 3.338
H 3.952 -1.560 1.906
H 2.756 -2.846 2.149
H 4.238 -0.395 5.199
H 3.178 1.028 5.091
H 4.287 0.666 3.765
H 2.596 -2.518 5.579
H 0.986 -2.721 4.841
H 1.277 -1.371 5.945
```

Values from the calculation:
Net charge   +1
E   -8022.86798 a.u.
LUMO energy (alpha / beta)   -0.10931 / -0.10954 hartree
Multiplicity   2
ΔE to the lowest compared entry with this formula, charge and spin   0.231 eV
Frontier orbital gap (alpha / beta)   4.10 / 6.52 eV

---

Record 3
A gas-phase ion, C4H10NO (charge +2). Source: the OMol25 dataset; level of theory: ωB97M-V with the def2-TZVPD basis set.

Structure (XYZ):
```
16
Properties=species:S:1:pos:R:3
O 0.746 -1.108 -2.249
C 1.044 -1.649 -1.233
C 1.039 -0.826 0.113
N 0.710 0.631 -0.179
C -0.787 0.946 -0.222
C -1.455 0.637 1.100
H 1.154 -2.746 -1.124
H 2.092 -0.864 0.427
H 0.255 -1.189 0.788
H 1.079 1.227 0.574
H 1.176 0.947 -1.030
H -0.901 1.996 -0.475
H -1.308 0.427 -1.039
H -1.372 -0.398 1.461
H -0.946 1.154 1.927
H -2.526 0.815 1.160
```

Values from the calculation:
Net charge   +2
E   -287.57382 a.u.
LUMO energy (alpha / beta)   -0.41344 / -0.55496 hartree
Multiplicity   2
ΔE to the lowest compared entry with this formula, charge and spin   1.859 eV
Frontier orbital gap (alpha / beta)   9.69 / 5.83 eV

---

Record 4
2 unconnected molecules or ions with the total composition C4H11NO2. Source: the OMol25 dataset; level of theory: ωB97M-V with the def2-TZVPD basis set.

Structure (XYZ):
```
18
Properties=species:S:1:pos:R:3
C -0.503 -0.654 -1.303
C 0.651 -0.460 -0.294
C 1.737 0.419 -0.921
C 2.975 0.486 -0.061
O 4.044 -0.009 -0.297
N 0.277 0.087 1.017
H -0.286 -0.099 -2.212
H -0.677 -1.696 -1.558
H -1.441 -0.290 -0.888
H 1.036 -1.450 -0.063
H 1.999 0.141 -1.935
H 1.286 1.425 -0.918
H 2.764 0.896 0.944
H -0.508 -0.477 1.343
H -0.104 1.021 0.878
H -4.791 -0.411 2.409
H -3.969 0.873 2.151
O -4.489 0.198 1.709
```

Values from the calculation:
E   -364.21663 a.u.
LUMO energy   0.02130 hartree
ΔE to the lowest compared entry with this formula, charge and spin   1.403 eV
Structure (SMILES)   C[C@H](N)CC=O.O
Frontier orbital gap   9.95 eV